This record from the OMol25 dataset describes a molecular structure, C36H99N9O9 in a non-equilibrium geometry. The level of theory is ωB97M-V/def2-TZVPD.

Structure (XYZ):
```
153
Properties=species:S:1:pos:R:3:lowdin_charge:R:1
C 9.160 13.713 -3.251 -0.027
C 8.544 14.531 -2.078 -0.257
C 9.486 15.351 -1.137 -0.089
O 8.733 16.081 -0.145 -0.258
C 9.505 17.030 0.550 -0.097
N 7.629 15.461 -2.739 -0.104
H 10.009 13.105 -2.939 0.123
H 9.548 14.407 -3.997 -0.030
H 8.394 13.123 -3.754 0.120
H 7.909 13.912 -1.442 0.080
H 10.048 16.041 -1.767 0.128
H 10.132 14.689 -0.560 0.134
H 8.926 17.944 0.677 0.099
H 10.375 17.300 -0.048 0.083
H 9.962 16.606 1.444 0.094
H 7.214 16.093 -2.070 0.106
H 8.094 16.049 -3.415 0.111
C 1.888 15.650 -0.986 -0.088
C 1.038 14.812 -0.035 -0.390
C 1.632 14.448 1.426 -0.124
O 3.036 14.088 1.424 -0.199
C 3.248 12.657 1.353 -0.066
N -0.224 15.532 -0.029 0.029
H 1.587 15.568 -2.031 0.076
H 2.938 15.377 -0.877 -0.016
H 1.937 16.716 -0.765 0.091
H 0.886 13.843 -0.511 0.116
H 0.959 13.746 1.918 0.114
H 1.528 15.381 1.980 0.112
H 4.251 12.365 1.664 0.109
H 3.199 12.359 0.306 0.026
H 2.588 12.062 1.984 0.100
H -0.977 14.897 0.192 0.066
H -0.195 16.131 0.783 0.065
C 1.024 17.425 -8.544 -0.084
C 1.771 18.432 -7.794 -0.459
C 2.480 17.855 -6.592 -0.196
O 3.342 16.744 -6.924 -0.093
C 3.857 16.216 -5.752 -0.261
N 2.837 18.988 -8.617 0.047
H 0.169 17.061 -7.974 0.084
H 1.735 16.635 -8.784 0.085
H 0.569 17.795 -9.463 0.080
H 1.076 19.213 -7.484 0.144
H 1.683 17.478 -5.951 0.137
H 3.055 18.681 -6.173 0.055
H 4.323 15.259 -5.984 0.103
H 3.168 16.055 -4.922 0.132
H 4.646 16.820 -5.303 0.059
H 2.484 19.333 -9.498 0.068
H 3.484 18.242 -8.831 0.065
C 8.428 12.857 -6.604 -0.038
C 8.783 14.352 -6.456 -0.244
C 7.675 15.231 -7.154 -0.226
O 7.486 14.906 -8.505 -0.123
C 6.560 15.752 -9.053 -0.127
N 8.870 14.782 -5.050 -0.007
H 9.260 12.207 -6.332 0.078
H 8.277 12.588 -7.650 0.074
H 7.481 12.683 -6.093 0.069
H 9.794 14.417 -6.860 0.143
H 7.892 16.284 -6.976 0.126
H 6.722 15.057 -6.655 0.106
H 6.614 15.737 -10.142 0.094
H 6.548 16.800 -8.755 0.094
H 5.594 15.339 -8.760 0.094
H 8.106 14.387 -4.520 -0.235
H 9.641 14.229 -4.704 0.037
C 4.570 14.619 -4.336 -0.021
C 5.929 14.617 -3.568 -0.280
C 5.938 13.484 -2.612 -0.187
O 4.885 13.574 -1.669 -0.172
C 4.773 12.336 -0.946 -0.050
N 7.051 14.419 -4.469 0.018
H 4.534 15.493 -4.987 -0.097
H 3.755 14.779 -3.630 0.082
H 4.427 13.864 -5.109 0.107
H 6.137 15.565 -3.073 0.098
H 6.870 13.555 -2.050 0.091
H 5.845 12.568 -3.196 0.158
H 5.665 12.122 -0.358 0.122
H 4.612 11.478 -1.599 0.031
H 3.906 12.338 -0.286 -0.006
H 7.856 14.497 -3.864 0.017
H 7.113 15.248 -5.042 -0.081
C 7.799 17.867 -5.034 0.009
C 6.674 16.927 -4.492 -0.305
C 5.433 17.688 -3.987 -0.121
O 4.930 18.675 -4.962 -0.183
C 3.735 19.391 -4.641 -0.110
N 6.453 16.037 -5.598 -0.120
H 8.526 17.346 -5.657 0.072
H 8.235 18.492 -4.255 0.091
H 7.294 18.495 -5.768 0.087
H 7.122 16.310 -3.713 0.020
H 5.686 18.161 -3.038 0.141
H 4.699 16.940 -3.686 0.114
H 3.584 20.201 -5.354 0.107
H 3.973 20.023 -3.785 0.097
H 2.879 18.723 -4.542 0.089
H 5.896 16.452 -6.332 0.134
H 7.366 16.000 -6.030 -0.011
C 7.015 6.684 -4.933 -0.042
C 6.574 6.934 -3.461 -0.420
C 5.813 8.213 -3.259 -0.279
O 5.184 8.306 -1.994 -0.137
C 4.423 9.481 -1.866 -0.102
N 5.718 5.824 -3.105 0.038
H 6.405 6.950 -5.796 0.075
H 7.094 5.616 -5.139 0.066
H 8.026 7.083 -5.020 0.073
H 7.436 7.032 -2.801 0.133
H 5.063 8.187 -4.049 0.098
H 6.598 8.969 -3.281 0.144
H 4.138 9.535 -0.815 0.111
H 3.591 9.451 -2.569 0.100
H 5.070 10.351 -1.975 0.053
H 5.710 5.746 -2.098 0.072
H 6.136 4.928 -3.312 0.065
C 4.504 15.837 -0.248 -0.042
C 6.099 15.739 -0.166 -0.295
C 6.716 16.022 1.208 -0.223
O 6.800 17.397 1.492 -0.190
C 7.316 17.670 2.867 -0.055
N 6.436 14.404 -0.619 0.034
H 4.214 16.844 0.049 0.094
H 4.002 15.325 0.573 0.066
H 4.013 15.830 -1.221 0.047
H 6.432 16.508 -0.863 0.108
H 7.646 15.497 1.429 0.119
H 6.044 15.568 1.936 0.120
H 7.205 18.718 3.144 0.084
H 8.361 17.366 2.929 0.063
H 6.777 17.105 3.628 0.080
H 5.920 14.283 -1.479 -0.083
H 7.410 14.435 -0.884 -0.017
C 1.761 12.932 -3.235 -0.064
C 1.466 11.938 -4.368 -0.376
C 2.771 11.409 -5.091 -0.141
O 3.619 10.657 -4.214 -0.216
C 4.751 10.037 -4.738 -0.141
N 0.778 10.888 -3.648 0.026
H 2.436 12.554 -2.468 0.077
H 0.839 13.276 -2.766 0.075
H 2.228 13.864 -3.554 0.041
H 0.718 12.373 -5.031 0.137
H 3.308 12.256 -5.517 0.095
H 2.498 10.798 -5.951 0.118
H 4.598 9.164 -5.373 0.108
H 5.358 9.742 -3.883 0.012
H 5.426 10.754 -5.205 0.104
H 0.614 10.081 -4.233 0.073
H 1.468 10.590 -2.973 0.054
```

Results
- HOMO level: -8.070 eV
- M: 802.24 g mol⁻¹

This record from the OMol25 dataset describes 9 unconnected molecules or ions with the total composition C36H99N9O9 in a non-equilibrium geometry. The level of theory is ωB97M-V/def2-TZVPD.

Structure (XYZ):
```
153
Properties=species:S:1:pos:R:3:lowdin_charge:R:1
C 7.301 -0.816 -0.935 -0.077
C 7.956 -1.165 -2.232 -0.459
C 7.534 -0.483 -3.597 -0.187
O 6.193 -0.702 -3.931 -0.201
C 5.810 -1.963 -4.559 -0.074
N 9.333 -0.887 -2.059 0.013
H 7.539 -1.439 -0.073 0.074
H 6.213 -0.814 -0.864 0.074
H 7.579 0.168 -0.557 0.078
H 7.827 -2.237 -2.375 0.125
H 8.246 -0.774 -4.369 0.118
H 7.479 0.593 -3.438 0.129
H 5.772 -2.788 -3.848 0.078
H 6.416 -2.279 -5.409 0.079
H 4.835 -1.687 -4.962 0.084
H 9.781 -1.631 -1.543 0.079
H 9.875 -0.989 -2.905 0.067
C 9.143 6.141 -0.487 -0.061
C 7.775 6.872 -0.238 -0.409
C 7.037 7.427 -1.559 -0.150
O 5.883 8.129 -1.011 -0.222
C 5.181 9.040 -1.865 -0.107
N 6.909 6.049 0.578 0.023
H 9.891 6.782 -0.954 0.066
H 9.058 5.261 -1.126 0.066
H 9.481 5.817 0.497 0.069
H 7.971 7.710 0.430 0.126
H 6.750 6.626 -2.240 0.111
H 7.664 8.042 -2.204 0.110
H 5.775 9.914 -2.132 0.079
H 4.379 9.479 -1.271 0.083
H 4.790 8.564 -2.764 0.083
H 6.090 6.525 0.928 0.067
H 6.486 5.400 -0.071 0.067
C -2.887 -5.951 -6.627 -0.058
C -3.252 -4.606 -7.422 -0.388
C -2.104 -4.118 -8.411 -0.154
O -2.335 -2.794 -9.038 -0.196
C -2.027 -1.745 -8.072 -0.105
N -4.521 -4.824 -8.152 0.020
H -1.929 -5.934 -6.108 0.066
H -2.960 -6.815 -7.288 0.066
H -3.696 -6.154 -5.924 0.061
H -3.411 -3.873 -6.631 0.106
H -1.977 -4.882 -9.178 0.119
H -1.133 -4.089 -7.917 0.106
H -0.966 -1.844 -7.839 0.080
H -2.548 -1.776 -7.115 0.070
H -2.303 -0.739 -8.390 0.082
H -4.806 -3.976 -8.620 0.061
H -5.348 -4.973 -7.591 0.063
C 2.883 -4.732 5.352 -0.068
C 1.937 -5.871 4.937 -0.438
C 1.943 -7.152 5.845 -0.166
O 1.098 -8.225 5.402 -0.190
C 1.442 -8.725 4.088 -0.103
N 0.663 -5.205 4.908 0.012
H 2.444 -3.993 6.022 0.075
H 3.202 -4.217 4.445 0.073
H 3.741 -5.072 5.932 0.067
H 2.098 -6.106 3.885 0.112
H 1.642 -6.934 6.869 0.129
H 2.957 -7.549 5.885 0.114
H 0.922 -9.660 3.882 0.085
H 2.487 -9.007 3.955 0.081
H 1.269 -7.991 3.301 0.072
H 0.562 -4.466 4.226 0.077
H -0.028 -5.889 4.634 0.067
C -1.996 14.947 2.602 -0.069
C -1.536 14.953 1.151 -0.446
C -2.070 13.734 0.305 -0.189
O -1.810 12.468 0.926 -0.200
C -2.293 11.314 0.153 -0.082
N -1.876 16.189 0.471 0.030
H -3.017 14.587 2.731 0.079
H -2.061 15.907 3.115 0.070
H -1.285 14.382 3.204 0.079
H -0.459 14.847 1.282 0.123
H -1.648 13.732 -0.700 0.116
H -3.141 13.933 0.267 0.118
H -1.695 11.164 -0.746 0.074
H -3.340 11.404 -0.139 0.082
H -2.106 10.380 0.682 0.080
H -1.600 16.924 1.107 0.066
H -1.268 16.287 -0.329 0.069
C -5.573 -14.616 -0.884 -0.061
C -4.521 -14.015 0.155 -0.384
C -3.896 -12.633 -0.161 -0.201
O -4.946 -11.681 -0.147 -0.193
C -4.466 -10.378 -0.215 -0.126
N -5.251 -13.924 1.430 0.014
H -5.818 -15.614 -0.521 0.064
H -5.101 -14.673 -1.865 0.059
H -6.441 -13.968 -1.001 0.068
H -3.693 -14.718 0.250 0.124
H -3.290 -12.670 -1.066 0.124
H -3.262 -12.452 0.707 0.119
H -4.159 -10.050 0.779 0.092
H -5.242 -9.699 -0.568 0.086
H -3.688 -10.261 -0.969 0.085
H -5.909 -13.158 1.386 0.062
H -5.741 -14.717 1.819 0.066
C -0.498 -2.278 -1.272 -0.077
C -0.270 -1.122 -0.275 -0.410
C -0.263 0.273 -0.942 -0.237
O -0.130 1.292 0.001 -0.209
C 0.404 2.531 -0.516 -0.074
N -1.411 -1.184 0.639 0.035
H -0.608 -3.205 -0.708 0.070
H 0.253 -2.433 -2.046 0.069
H -1.463 -2.330 -1.776 0.070
H 0.657 -1.263 0.280 0.139
H -1.182 0.395 -1.514 0.125
H 0.540 0.394 -1.669 0.117
H 0.497 3.272 0.277 0.084
H -0.221 2.916 -1.322 0.088
H 1.435 2.318 -0.796 0.085
H -2.259 -0.959 0.138 0.070
H -1.213 -0.303 1.091 0.053
C -0.416 1.310 7.149 -0.062
C 0.059 2.758 6.757 -0.426
C 1.373 2.666 5.958 -0.180
O 2.491 2.094 6.735 -0.198
C 3.802 2.239 6.174 -0.112
N -1.021 3.370 5.990 0.029
H 0.428 0.915 7.715 0.067
H -0.628 0.586 6.363 0.072
H -1.335 1.462 7.714 0.069
H 0.226 3.277 7.701 0.138
H 1.573 3.698 5.669 0.111
H 1.176 2.102 5.047 0.119
H 4.045 3.200 5.719 0.079
H 3.944 1.502 5.383 0.078
H 4.531 2.027 6.957 0.083
H -1.013 2.969 5.062 0.067
H -0.989 4.373 5.875 0.066
C -6.440 2.513 0.135 -0.061
C -7.728 1.689 0.275 -0.457
C -7.489 0.145 0.425 -0.149
O -6.764 -0.510 -0.663 -0.196
C -7.498 -0.493 -1.893 -0.122
N -8.523 2.226 1.347 0.019
H -5.794 2.091 -0.635 0.077
H -5.888 2.514 1.075 0.078
H -6.644 3.579 0.042 0.073
H -8.298 2.016 -0.594 0.121
H -8.360 -0.460 0.674 0.118
H -6.816 0.089 1.281 0.121
H -7.111 -1.315 -2.495 0.082
H -7.452 0.414 -2.497 0.078
H -8.560 -0.698 -1.760 0.082
H -8.452 3.233 1.303 0.065
H -9.504 2.182 1.111 0.071
```

Results
- HOMO level: -8.668 eV
- M: 802.24 g mol⁻¹
- SMILES string: COC[C@H](C)N.COC[C@H](C)N.COC[C@H](C)N.COC[C@H](C)N.COC[C@H](C)N.COC[C@H](C)N.COC[C@H](C)N.COC[C@H](C)N.COC[C@H](C)N

This record from the OMol25 dataset describes a molecular structure, C37H100N9O12Ti in a non-equilibrium geometry. The level of theory is ωB97M-V/def2-TZVPD.

Structure (XYZ):
```
159
Properties=species:S:1:pos:R:3:mulliken_spin:R:1
Ti 1.024 -2.698 -2.159 2.807
O 0.369 0.172 0.909 -0.069
C 0.648 -0.596 -0.167 -0.069
O 1.422 -1.554 -0.016 -0.018
O 0.029 -0.429 -1.241 -0.093
H -0.292 0.736 0.478 0.022
C -1.938 -3.942 -0.815 0.094
C -2.487 -3.209 -2.019 -0.051
C -3.688 -2.274 -1.744 0.008
O -4.117 -1.650 -2.943 -0.001
C -5.314 -0.886 -2.856 0.000
N -1.425 -2.443 -2.662 0.071
H -1.805 -3.301 0.058 -0.021
H -0.969 -4.406 -1.016 0.075
H -2.583 -4.797 -0.602 -0.005
H -2.913 -3.868 -2.780 -0.019
H -3.343 -1.498 -1.055 0.007
H -4.510 -2.857 -1.318 0.000
H -5.590 -0.588 -3.865 0.000
H -5.237 -0.017 -2.198 0.000
H -6.109 -1.518 -2.451 0.000
H -1.178 -1.691 -2.019 -0.077
H -1.820 -1.898 -3.423 0.028
C 3.422 1.571 -0.364 -0.004
C 3.076 2.795 0.475 0.000
C 4.164 3.107 1.534 0.000
O 5.390 3.297 0.848 0.000
C 6.528 3.204 1.674 0.000
N 2.865 3.934 -0.414 0.000
H 2.737 1.399 -1.196 -0.003
H 3.251 0.651 0.201 0.004
H 4.450 1.617 -0.721 0.000
H 2.097 2.688 0.950 0.001
H 4.256 2.234 2.186 0.000
H 3.928 3.991 2.132 0.000
H 6.541 2.228 2.166 0.000
H 6.568 3.975 2.450 0.000
H 7.420 3.397 1.080 0.000
H 2.762 4.742 0.193 0.000
H 3.732 4.163 -0.892 0.000
C 0.564 1.957 3.876 -0.001
C -0.159 0.795 4.589 0.000
C -0.916 1.195 5.867 0.000
O -0.136 1.698 6.922 0.000
C 0.880 0.802 7.369 0.000
N -1.119 0.351 3.604 -0.001
H 1.209 2.509 4.563 0.000
H -0.235 2.657 3.621 0.000
H 1.141 1.622 3.016 0.000
H 0.567 -0.005 4.766 0.000
H -1.433 0.288 6.199 0.000
H -1.659 1.954 5.624 0.000
H 1.716 0.723 6.671 0.000
H 0.487 -0.196 7.581 0.000
H 1.346 1.121 8.301 0.000
H -1.474 -0.548 3.916 0.000
H -0.663 0.163 2.719 -0.001
C -0.992 3.431 0.056 -0.017
C -0.922 3.336 -1.469 0.006
C -1.172 4.669 -2.176 0.000
O -2.337 5.314 -1.774 0.000
C -3.558 4.742 -2.265 0.000
N 0.274 2.609 -1.943 -0.002
H -0.300 4.231 0.339 0.000
H -0.795 2.499 0.572 0.011
H -1.963 3.858 0.314 0.000
H -1.768 2.673 -1.684 -0.004
H -1.012 4.587 -3.255 0.000
H -0.348 5.315 -1.857 0.000
H -3.594 3.683 -1.992 0.000
H -3.703 4.795 -3.345 0.000
H -4.384 5.179 -1.708 0.000
H 0.244 1.634 -1.648 0.008
H 1.036 2.968 -1.372 0.001
C -0.518 -5.857 2.073 -0.007
C 0.646 -4.934 2.316 -0.008
C 1.622 -4.828 1.112 -0.005
O 1.808 -6.122 0.506 0.018
C 2.741 -6.971 1.134 0.005
N 0.120 -3.629 2.725 0.001
H -0.170 -6.885 1.974 0.000
H -1.038 -5.590 1.150 0.007
H -1.301 -5.847 2.831 0.000
H 1.274 -5.302 3.133 0.006
H 2.543 -4.377 1.489 -0.035
H 1.138 -4.146 0.411 0.124
H 2.525 -7.244 2.170 0.001
H 3.747 -6.542 1.138 -0.001
H 2.774 -7.873 0.523 0.001
H -0.369 -3.215 1.939 0.008
H 0.888 -3.005 2.971 -0.003
C 4.521 -0.735 2.756 -0.001
C 3.587 -1.766 3.468 0.000
C 3.585 -1.563 4.995 0.000
O 4.935 -1.544 5.437 0.000
C 5.061 -1.532 6.854 0.000
N 2.277 -1.537 2.901 -0.004
H 5.597 -0.812 2.918 0.000
H 4.197 0.247 3.108 0.000
H 4.354 -0.786 1.680 0.000
H 3.944 -2.779 3.278 0.000
H 3.060 -2.429 5.404 0.000
H 3.077 -0.610 5.164 0.000
H 6.090 -1.578 7.204 0.000
H 4.441 -2.338 7.250 0.000
H 4.708 -0.550 7.185 0.000
H 1.972 -0.591 3.095 0.000
H 2.189 -1.671 1.901 0.002
C 2.088 0.331 -5.416 0.004
C 2.194 -1.001 -4.694 -0.007
C 3.142 -0.854 -3.489 0.060
O 3.227 -2.162 -2.924 0.014
C 4.001 -2.164 -1.712 0.054
N 0.863 -1.260 -4.114 0.120
H 3.049 0.638 -5.836 0.000
H 1.696 1.158 -4.822 0.000
H 1.377 0.199 -6.234 0.000
H 2.491 -1.815 -5.352 -0.020
H 2.726 -0.127 -2.789 -0.026
H 4.148 -0.654 -3.865 0.004
H 3.869 -3.106 -1.185 0.011
H 3.711 -1.285 -1.134 -0.021
H 5.039 -2.000 -2.015 0.006
H 0.667 -0.460 -3.519 -0.008
H 0.107 -1.260 -4.785 0.015
C -3.547 1.898 -4.655 0.001
C -2.568 0.753 -4.873 0.000
C -1.999 0.734 -6.280 -0.003
O -2.961 0.287 -7.213 0.000
C -2.333 0.060 -8.469 0.000
N -1.479 0.916 -3.885 0.001
H -3.001 2.842 -4.714 0.000
H -4.015 1.916 -3.672 0.000
H -4.260 1.807 -5.479 0.000
H -3.073 -0.194 -4.674 -0.001
H -1.130 0.071 -6.270 0.001
H -1.704 1.760 -6.526 0.000
H -3.089 -0.329 -9.152 0.000
H -1.562 -0.712 -8.420 0.000
H -1.927 0.970 -8.915 0.000
H -1.176 1.878 -3.986 0.001
H -1.825 0.848 -2.936 0.002
C -3.411 0.701 0.784 -0.002
C -4.145 1.766 1.667 0.000
C -5.630 1.774 1.429 0.000
O -5.881 2.508 0.237 0.000
C -7.236 2.413 -0.194 0.000
N -3.763 1.572 3.042 0.000
H -3.440 1.016 -0.260 0.000
H -3.835 -0.299 0.877 0.001
H -2.374 0.647 1.116 0.000
H -3.743 2.721 1.311 0.000
H -6.154 2.275 2.249 0.000
H -6.050 0.765 1.368 0.000
H -7.301 2.913 -1.157 0.000
H -7.797 2.966 0.565 0.000
H -7.578 1.378 -0.249 0.000
H -3.822 2.476 3.498 0.000
H -2.791 1.273 3.135 0.000
```

Results
- 2S+1: 4
- HOMO level (alpha / beta): -4.351 / -8.320 eV
- M: 911.12 g mol⁻¹
- <S²>: 3.75